# C50H132Cl6N18O10P6

A cluster of 11 separate species, C50H132Cl6N18O10P6 in total in a non-equilibrium geometry (wB97M-V/def2-TZVPD, the OMol25 dataset).

Each line ends with the Löwdin charge.
CARTESIAN COORDINATES (ANGSTROEM)
Cl -1.6702 3.7984 6.8922  0.497
C -1.7639 3.2996 5.1334  -0.612
C -0.7657 4.0769 4.3059  -0.667
Cl 0.8584 3.4968 4.6081  0.594
H -2.8057 3.3763 4.8223  0.080
H -1.4237 2.2645 5.1029  0.001
H -0.8344 5.1230 4.6044  0.068
H -0.9553 3.9739 3.2374  0.050
Cl 5.2775 -1.0640 2.3385  0.580
C 4.8455 0.3947 1.4047  -0.679
C 4.1707 1.5037 2.1123  -0.657
Cl 5.3304 2.3492 3.1866  0.534
H 4.1704 0.0600 0.6171  0.046
H 5.7443 0.6398 0.8389  0.066
H 3.3712 1.1517 2.7642  0.017
H 3.6708 2.1542 1.3946  0.055
Cl 2.0739 0.3896 5.1327  0.586
C 1.8968 0.0133 6.8422  -0.645
C 0.6742 0.7211 7.4321  -0.663
Cl -0.7567 0.0952 6.6497  0.616
H 2.7974 0.4533 7.2704  0.071
H 1.8809 -1.0708 6.9549  0.041
H 0.7551 1.8080 7.4188  0.055
H 0.6723 0.4837 8.4959  0.074
O -0.2195 -6.4666 5.4357  -0.309
P 0.2170 -5.1197 4.9512  0.656
N 1.1793 -4.1478 5.9959  -0.303
C 0.5846 -3.7086 7.2979  -0.103
C 2.5309 -4.6507 6.2127  -0.131
N -1.0914 -4.0506 4.5153  -0.304
C -0.9033 -2.6370 4.2233  -0.139
C -2.4500 -4.5544 4.4629  -0.106
N 1.2133 -5.1435 3.4942  -0.298
C 1.2072 -6.3529 2.6164  -0.087
C 1.8206 -3.9459 2.9246  -0.123
H 0.4903 -4.5224 8.0168  0.076
H -0.4533 -3.4088 7.1532  0.070
H 1.1726 -2.9225 7.7717  0.062
H 3.1637 -3.8152 6.5119  0.084
H 2.7711 -5.0471 5.2261  0.060
H 2.5843 -5.5018 6.8916  0.083
H 0.1087 -2.3264 4.4831  0.056
H -1.1867 -2.3448 3.2122  0.072
H -1.5203 -1.9890 4.8458  0.045
H -3.0627 -3.9346 5.1175  0.082
H -2.7349 -4.5142 3.4116  0.056
H -2.3685 -5.5694 4.8519  0.067
H 0.4876 -6.1163 1.8326  0.049
H 2.1494 -6.4976 2.0879  0.071
H 1.0032 -7.2432 3.2112  0.071
H 2.4914 -4.1325 2.0860  0.045
H 2.3785 -3.3938 3.6810  0.076
H 1.0536 -3.2918 2.5099  0.058
O 3.6805 2.1693 -1.1186  -0.289
P 4.3595 3.0914 -2.0610  0.556
N 3.2780 3.7706 -3.1089  -0.290
C 3.4805 5.1010 -3.7768  -0.109
C 2.0300 3.0496 -3.4423  -0.125
N 5.4123 2.3300 -3.1327  -0.299
C 5.9363 1.0143 -2.7233  -0.152
C 6.2340 2.9376 -4.2030  -0.104
N 5.2509 4.3867 -1.3263  -0.304
C 4.4114 5.3024 -0.5899  -0.137
C 6.4792 4.0528 -0.6504  -0.121
H 4.3338 5.6174 -3.3371  0.066
H 2.6121 5.7456 -3.6402  0.058
H 3.6615 4.8461 -4.8210  0.066
H 1.3136 3.7919 -3.7941  0.066
H 1.6005 2.5505 -2.5737  0.052
H 2.1537 2.3729 -4.2879  0.054
H 7.0149 1.0403 -2.5683  0.070
H 5.3800 0.6407 -1.8636  0.052
H 5.7653 0.1790 -3.4024  0.060
H 5.6157 3.6383 -4.7642  0.059
H 7.0405 3.4597 -3.6882  0.070
H 6.5456 2.0488 -4.7517  0.072
H 4.9729 6.2366 -0.5849  0.090
H 3.4481 5.5268 -1.0479  0.047
H 4.1097 4.8937 0.3745  0.083
H 6.3169 3.5809 0.3187  0.067
H 7.0627 4.9558 -0.4708  0.083
H 7.1118 3.3525 -1.1958  0.072
O -3.5521 -2.7561 -1.7594  -0.309
P -3.4082 -4.2628 -1.9055  0.520
N -2.4289 -4.9616 -0.7485  -0.274
C -2.0767 -4.1590 0.4999  -0.066
C -2.2275 -6.4281 -0.6656  -0.092
N -2.8615 -4.7934 -3.3425  -0.314
C -1.4117 -4.6009 -3.6798  -0.118
C -3.6583 -4.7468 -4.5519  -0.122
N -4.8892 -5.0808 -1.7048  -0.295
C -5.1602 -6.5033 -2.1031  -0.121
C -6.0386 -4.3061 -1.2331  -0.096
H -2.8889 -4.1964 1.2259  0.043
H -1.8908 -3.1367 0.1707  0.065
H -1.2311 -4.5338 1.0766  0.057
H -1.1520 -6.5115 -0.5093  0.053
H -2.5244 -6.8582 -1.6222  0.056
H -2.8181 -6.8250 0.1600  0.084
H -0.7996 -5.1913 -2.9980  0.046
H -1.2130 -4.8643 -4.7187  0.056
H -1.2000 -3.5377 -3.5666  0.067
H -4.6270 -5.2250 -4.4070  0.067
H -3.8023 -3.6841 -4.7471  0.080
H -3.1537 -5.1950 -5.4078  0.076
H -6.0137 -6.6664 -2.7611  0.072
H -4.3023 -6.9815 -2.5758  0.056
H -5.3537 -7.0543 -1.1828  0.072
H -6.8952 -4.9682 -1.1061  0.081
H -6.2399 -3.4024 -1.8083  0.081
H -5.6723 -4.0738 -0.2331  0.057
O -0.6329 7.0820 2.0592  -0.270
P -0.4695 6.9657 0.6226  0.575
N 0.3264 5.5208 0.1326  -0.283
C 0.4154 5.0879 -1.2764  -0.089
C 0.8898 4.6399 1.1146  -0.128
N 0.3839 8.1796 -0.2595  -0.291
C 1.7752 8.4394 0.1116  -0.116
C 0.1600 8.3505 -1.7434  -0.123
N -2.0491 6.9895 -0.0457  -0.309
C -2.8050 8.2402 -0.1523  -0.114
C -2.8944 5.7881 0.1045  -0.093
H 0.7331 4.0489 -1.3641  0.059
H 1.2356 5.6742 -1.6907  0.047
H -0.5059 5.2344 -1.8402  0.076
H 1.6589 4.0149 0.6609  0.073
H 0.0809 3.9801 1.4283  0.055
H 1.2434 5.1382 2.0172  0.072
H 2.1502 9.3478 -0.3599  0.082
H 1.8525 8.6123 1.1850  0.079
H 2.3506 7.5425 -0.1177  0.058
H 0.8264 7.8231 -2.4259  0.063
H -0.7823 7.8717 -2.0096  0.056
H -0.0072 9.4093 -1.9414  0.078
H -3.1513 8.6340 0.8033  0.077
H -2.1123 8.9756 -0.5614  0.058
H -3.7260 8.0889 -0.7154  0.080
H -2.3182 4.9113 -0.1911  0.040
H -3.8331 5.8704 -0.4435  0.084
H -3.0401 5.5635 1.1611  0.078
O -5.0349 3.8395 -2.4476  -0.312
P -4.3718 2.7443 -3.2288  0.641
N -3.8360 3.2808 -4.7664  -0.324
C -4.8140 3.6412 -5.7776  -0.110
C -2.6256 4.0791 -4.6950  -0.145
N -5.4110 1.3716 -3.5467  -0.294
C -5.1083 0.3407 -4.5783  -0.120
C -6.3371 0.9118 -2.5306  -0.125
N -3.0150 1.9138 -2.5235  -0.276
C -2.5905 2.1628 -1.1102  -0.078
C -2.0682 1.0992 -3.2571  -0.141
H -5.7659 3.8454 -5.2873  0.078
H -4.9609 2.8196 -6.4787  0.068
H -4.4395 4.5422 -6.2634  0.077
H -2.0348 4.1384 -3.7809  0.067
H -2.8451 5.1142 -4.9564  0.071
H -2.0007 3.7015 -5.5043  0.073
H -4.6174 0.6788 -5.4909  0.057
H -4.4621 -0.4530 -4.2034  0.066
H -6.0217 -0.0953 -4.9831  0.073
H -5.9412 0.0601 -1.9773  0.069
H -6.5577 1.6670 -1.7763  0.078
H -7.2655 0.5743 -2.9913  0.075
H -1.5185 2.3125 -0.9818  0.070
H -3.0658 3.0885 -0.7856  0.048
H -2.8871 1.3893 -0.4018  0.064
H -2.2358 1.1232 -4.3339  0.060
H -2.1428 0.0653 -2.9202  0.075
H -1.0516 1.4715 -3.1302  0.064
O 2.8396 -2.3599 0.3697  -0.292
P 3.3242 -3.1788 -0.7703  0.669
N 4.8999 -3.7633 -0.4024  -0.306
C 6.0812 -2.9419 -0.5223  -0.152
C 5.0426 -4.8813 0.5119  -0.112
N 3.4887 -2.4065 -2.3082  -0.323
C 4.1627 -3.0877 -3.4254  -0.195
C 2.4323 -1.4943 -2.6397  -0.148
N 2.4410 -4.6510 -1.1361  -0.288
C 2.9824 -5.6818 -2.0474  -0.161
C 1.0884 -4.7962 -0.8757  -0.173
H 5.9295 -2.2207 -1.3254  0.059
H 6.9792 -3.4588 -0.8606  0.074
H 6.3077 -2.3536 0.3669  0.020
H 6.0837 -5.1911 0.6021  0.086
H 4.4342 -5.6842 0.0957  0.052
H 4.5773 -4.5937 1.4547  0.066
H 4.7737 -3.9292 -3.0990  0.056
H 3.3827 -3.2617 -4.1665  0.044
H 4.8578 -2.3865 -3.8872  0.047
H 2.1291 -0.9775 -1.7291  0.058
H 2.6485 -0.8914 -3.5217  0.061
H 1.6264 -2.1648 -2.9380  0.060
H 2.8929 -6.6731 -1.6032  0.071
H 2.5293 -5.6479 -3.0381  0.064
H 4.0702 -5.6592 -2.1128  0.054
H 0.5287 -4.3965 -1.7214  0.061
H 0.7751 -4.3989 0.0897  0.059
H 0.7941 -5.8455 -0.8552  0.069
O -2.0454 1.1139 2.3975  0.099
C -1.1654 0.6012 1.7479  -0.441
O -1.3207 -0.2928 0.7307  -0.011
C -0.0581 -0.6516 0.1390  -0.121
C 0.9818 0.2804 0.7750  -0.167
C 0.3299 0.7867 1.9998  -0.104
H -0.1240 -0.6160 -0.9485  0.114
H 0.1260 -1.7088 0.3298  0.100
H 1.3764 1.0831 0.1520  0.104
H 1.9090 -0.1620 1.1393  0.086
H 0.6607 1.8000 2.2275  0.087
H 0.7521 0.1255 2.7566  0.083
O -7.9241 -1.2453 1.2728  0.104
C -6.7461 -1.2705 1.5118  -0.460
O -5.8152 -0.5562 0.8061  0.021
C -4.5389 -0.7907 1.3290  -0.159
C -4.7101 -2.1590 1.9713  -0.171
C -6.0904 -2.1540 2.5673  -0.072
H -4.3179 0.0256 2.0167  0.121
H -3.7764 -0.8241 0.5507  0.110
H -4.0036 -2.3285 2.7839  0.101
H -4.5994 -3.0256 1.3195  0.081
H -6.1716 -1.6754 3.5432  0.127
H -6.5112 -3.1546 2.6664  0.125

Computed properties:
- LUMO level (alpha / beta) (eV) = 1.9 / 1.9
- E_tot (hartree) = -8531.77639
- <S²> = 0.75
- charge = -1
- multiplicity = 2
- HOMO level (alpha / beta) (eV) = 0.2853 / -6.2440